Here is 2 unconnected molecules or ions with the total composition C5H13N2O at a distorted geometry from the OMol25 dataset. Energies are from the ωB97M-V functional and the def2-TZVPD basis.

Each atom is followed by the atoms it is bonded to, with distances in Å.
Atoms and positions in Å:
1 C -0.73831 -0.19143 -1.39044  C5 1.616, H9 1.186, H10 1.076, H11 1.065
2 C -0.66523 -1.72230 0.53220  C5 1.548, H12 1.053, H13 1.078, H14 1.040
3 C -1.64079 0.57607 0.76732  C5 1.554, H15 1.086, H16 1.082, H17 1.042
4 C 1.21364 1.59702 0.15131  N7 1.379, H18 1.111, H19 1.059, H20 1.186
5 C -0.43966 -0.22800 0.19696  C1 1.616, C2 1.548, C3 1.554, N7 1.422
6 N 2.41914 -0.80523 0.42401  O8 1.307, H21 1.047
7 N 0.75147 0.39946 0.65518  C4 1.379, C5 1.422
8 O 3.28976 -0.12394 -0.27405  N6 1.307
9 H -1.11029 -1.25406 -1.76458  C1 1.186
10 H -1.41062 0.61386 -1.63065  C1 1.076
11 H 0.09101 0.02459 -2.02260  C1 1.065
12 H -0.09930 -2.26229 -0.17261  C2 1.053
13 H -1.72099 -1.92557 0.45072  C2 1.078
14 H -0.27470 -1.98351 1.46018  C2 1.040
15 H -1.70569 0.67506 1.84716  C3 1.086
16 H -1.50376 1.60624 0.46455  C3 1.082
17 H -2.60762 0.34748 0.45207  C3 1.042
18 H 2.25367 1.33368 -0.13874  C4 1.111
19 H 0.68745 2.09597 -0.62009  C4 1.059
20 H 1.37730 2.46887 0.93786  C4 1.186
21 H 1.83351 -1.24197 -0.32575  N6 1.047

As for the energy above the lowest of the compared OMol25 structures with the same formula, charge and spin: 4.4587 eV. The total charge is -1.